Entry 1:
# C37H59N4O9P2S3Zr

C37H59N4O9P2S3Zr as an isolated structure at a distorted geometry (ωB97M-V/def2-TZVPD, OMol25).

Computed properties:
**Total energy**: -4265.9299 Ha
**Charge**: -1
**Multiplicity**: 1

```
115
Properties=species:S:1:pos:R:3:forces:R:3
Zr 0.5356 0.7622 -0.6076 0.427 -1.092 1.045
C 0.4880 -3.0090 0.2291 -0.013 -0.104 -0.082
C 1.1249 -2.1315 1.0885 -0.138 0.116 0.003
C 1.8983 -1.1772 0.2722 0.174 0.021 -0.035
C 1.6124 -1.5943 -1.1034 0.204 -0.190 0.151
C 0.7983 -2.7121 -1.1157 -0.004 -0.088 -0.091
C 0.5269 -3.5944 -2.3266 -0.085 0.128 -0.004
C -0.3066 -2.8618 -3.3830 -0.080 -0.037 0.081
C -0.1747 -4.8939 -1.9271 0.119 -0.047 0.002
C 1.8805 -3.9742 -2.9473 0.039 0.060 -0.021
C 3.4210 -0.8650 0.5486 -0.023 0.057 -0.048
C 4.1818 -0.5617 -0.7536 0.024 -0.001 -0.025
C 3.7515 0.2888 1.5055 -0.079 0.015 -0.044
C 4.0497 -2.1520 1.1027 -0.006 -0.042 0.011
C 0.9044 -2.3442 2.5953 0.023 0.102 -0.028
C 1.4789 -3.6993 3.0357 0.026 -0.072 0.004
C 1.4817 -1.2489 3.4911 0.027 -0.085 0.013
C -0.6098 -2.3977 2.8547 0.009 -0.042 0.030
H -0.1477 -3.8275 0.5426 -0.017 0.083 -0.018
H 2.1204 -1.2149 -1.9766 0.035 0.050 0.055
H -1.3370 -2.7215 -3.0429 0.042 0.024 0.003
H -0.3276 -3.4316 -4.3171 -0.020 -0.007 0.023
H 0.1049 -1.8739 -3.5760 0.011 -0.010 -0.035
H -1.1202 -4.7140 -1.4198 -0.065 0.022 0.007
H 0.4581 -5.4863 -1.2591 -0.046 0.025 -0.021
H -0.3788 -5.4918 -2.8197 0.008 0.003 0.020
H 2.4119 -3.0876 -3.2999 -0.018 -0.036 -0.009
H 1.7340 -4.6492 -3.7966 0.007 0.010 0.015
H 2.5125 -4.4729 -2.2083 -0.006 0.010 -0.024
H 3.7396 0.2480 -1.3290 0.035 -0.050 0.030
H 4.2428 -1.4468 -1.3914 -0.004 0.036 0.015
H 5.2019 -0.2655 -0.4937 0.004 -0.020 -0.008
H 3.5030 1.2502 1.0576 0.021 -0.055 0.034
H 4.8271 0.2715 1.7110 -0.012 0.001 0.007
H 3.2245 0.2094 2.4497 0.010 -0.022 -0.021
H 3.7715 -3.0103 0.4825 0.014 0.040 0.038
H 3.7256 -2.3481 2.1241 0.051 0.021 -0.041
H 5.1412 -2.0625 1.1063 -0.021 -0.010 -0.001
H 2.5519 -3.7653 2.8579 -0.028 -0.014 0.028
H 1.0014 -4.5172 2.4915 0.024 0.031 0.029
H 1.2983 -3.8472 4.1061 -0.003 -0.007 -0.027
H 2.5657 -1.3308 3.5811 -0.035 0.038 -0.016
H 1.0637 -1.3455 4.4997 0.027 -0.003 -0.035
H 1.2301 -0.2681 3.0956 0.005 0.045 -0.021
H -1.0575 -3.2803 2.3949 0.007 0.054 0.014
H -1.0868 -1.5138 2.4379 -0.107 0.127 0.003
H -0.8106 -2.4449 3.9301 -0.010 0.010 -0.004
C -3.7197 -0.7904 -1.8641 0.151 0.025 -0.063
P -2.7143 -0.9547 -0.3268 -0.475 -0.184 0.373
C -3.0239 -2.7575 -0.0866 0.115 -0.013 0.077
C -4.0799 -0.3299 0.7848 0.286 0.278 0.185
C -3.8703 -0.3343 2.3071 0.156 -0.218 -0.216
P -2.5804 0.7930 3.0102 -0.041 0.054 -0.074
C -2.8722 0.3899 4.7887 0.017 -0.042 0.006
C -3.5400 2.3671 2.9545 0.012 -0.051 -0.035
H -4.5980 -1.4360 -1.7908 -0.024 0.011 -0.024
H -3.1380 -1.0759 -2.7427 -0.008 -0.004 0.034
H -4.0347 0.2426 -1.9987 0.030 -0.004 -0.008
H -4.0917 -2.9839 -0.1485 0.009 -0.004 0.015
H -2.6308 -3.1016 0.8702 -0.007 -0.006 -0.016
H -2.5033 -3.2978 -0.8752 0.017 -0.060 -0.019
H -4.9537 -0.9494 0.5671 -0.108 0.069 -0.073
H -4.3023 0.6856 0.4436 -0.030 -0.038 -0.012
H -3.6145 -1.3497 2.6345 -0.038 0.053 0.073
H -4.8113 -0.0562 2.7923 -0.068 -0.122 0.040
H -3.9342 0.2143 4.9861 0.029 0.040 0.045
H -2.5328 1.2246 5.4076 0.008 -0.046 -0.010
H -2.3063 -0.4988 5.0741 -0.019 -0.002 0.001
H -4.4331 2.2972 3.5830 0.010 0.031 -0.035
H -3.8524 2.5722 1.9294 0.033 0.012 0.060
H -2.9253 3.2031 3.2965 -0.018 -0.031 -0.005
C 2.2939 2.3886 4.4194 -0.051 -0.038 0.007
C 0.8099 2.3539 4.0883 0.015 -0.161 0.131
S 0.3154 2.6425 2.3890 0.308 -0.292 -0.113
O 0.9859 1.5054 1.6129 -0.129 0.356 0.116
C 1.1985 4.2019 2.0885 0.119 -0.114 -0.257
C 2.6458 4.1211 1.6177 -0.048 0.043 0.051
H 2.4522 1.9494 5.4059 -0.003 0.008 -0.007
H 2.6797 3.4072 4.4408 0.001 -0.011 -0.016
H 2.8658 1.8091 3.6959 -0.014 0.015 0.023
H 0.2408 3.0957 4.6560 -0.011 -0.066 0.064
H 0.3899 1.3667 4.2939 -0.087 0.073 0.059
H 1.0791 4.7551 3.0238 -0.016 0.038 -0.015
H 0.5991 4.6873 1.3204 -0.016 0.092 0.029
H 3.3088 3.6579 2.3432 0.001 -0.002 0.024
H 2.9991 5.1366 1.4254 -0.016 -0.023 0.023
H 2.7084 3.5617 0.6895 -0.015 -0.011 0.013
O 2.9142 3.2523 -2.6734 -0.059 0.101 0.089
S 1.9651 2.3141 -2.1704 0.558 0.358 -0.631
O 0.5388 2.7262 -2.1645 0.174 -0.125 -0.013
O 2.1588 2.0162 -0.6539 0.374 0.176 -0.101
O 2.0162 0.9534 -2.7379 0.200 0.111 0.123
O -1.2203 1.6135 0.1338 -0.958 0.121 -0.393
N -0.9194 2.8902 0.0274 0.704 0.169 0.071
C -1.8239 3.7201 -0.3135 -0.847 0.402 -0.101
C -3.2209 3.3763 -0.4947 0.330 -0.002 0.057
N -4.3403 3.1222 -0.5265 -0.026 0.010 -0.028
C -1.4434 5.1137 -0.4068 -0.166 -0.348 0.027
N -1.1812 6.2315 -0.4255 0.054 0.002 0.018
O -3.9217 2.2402 -4.2720 0.045 0.016 -0.027
S -2.6110 2.6552 -3.8498 -0.215 0.046 0.122
O -2.4322 4.0278 -3.4644 0.036 -0.033 0.007
N -2.0711 1.6631 -2.6671 0.106 -0.089 0.225
C -1.0448 0.9643 -3.0461 -0.476 -0.224 -0.288
O -0.4469 0.0841 -2.2957 -0.794 0.882 -0.546
C -0.6439 1.1840 -4.4745 0.248 -0.338 0.063
C 0.3322 0.5369 -5.2111 0.066 0.031 0.018
C 0.4991 0.9062 -6.5392 -0.066 0.060 -0.053
C -0.2951 1.8979 -7.1137 0.084 0.000 0.035
C -1.2786 2.5409 -6.3722 -0.006 0.005 0.025
C -1.4241 2.1604 -5.0551 0.000 -0.086 -0.144
H 0.9633 -0.2081 -4.7486 -0.006 0.028 0.002
H 1.2620 0.4231 -7.1365 -0.005 0.007 0.006
H -0.1365 2.1801 -8.1468 -0.008 -0.030 -0.012
H -1.9102 3.3050 -6.8054 0.020 0.001 -0.008
```
Forces are in eV/Å.

---

Entry 2:
# C37H60N7O4S3

A 11-piece molecular cluster, C37H60N7O4S3 overall at a distorted geometry (ωB97M-V/def2-TZVPD, OMol25).

Computed properties:
**Total energy**: -3324.3091 Ha
**Charge**: -1
**Multiplicity**: 1

```
111
Properties=species:S:1:pos:R:3:forces:R:3
C -16.0332 -6.8210 -12.1609 -0.942 -0.165 -0.831
C -16.6025 -5.7365 -11.2296 -0.281 -1.573 1.933
C -17.1410 -4.5973 -12.1035 -0.226 0.800 1.563
O -17.4125 -6.2278 -10.1810 -0.085 0.349 -1.901
H -16.8323 -7.1386 -12.8308 -0.594 -0.482 0.152
H -15.6543 -7.7083 -11.6539 0.155 0.198 0.129
H -15.3517 -6.4375 -12.9202 0.800 0.243 0.308
H -15.7368 -5.4095 -10.6536 0.859 1.050 -0.362
H -17.5456 -3.8599 -11.4102 -0.033 0.180 0.273
H -18.0158 -4.8120 -12.7173 0.322 -0.513 -0.504
H -16.3158 -4.0678 -12.5797 -0.062 -0.175 -0.702
C -10.6138 -9.8136 -9.4231 0.044 0.045 -0.456
S -9.1718 -8.9658 -8.5594 0.911 -0.156 -0.758
O -7.8500 -9.7373 -8.6221 -2.191 0.859 -0.391
C -9.0567 -7.5531 -9.7682 -0.101 -0.324 -1.149
H -11.5693 -9.4433 -9.0517 0.268 0.454 0.450
H -10.6776 -10.8929 -9.2848 0.670 0.045 0.284
H -10.6473 -9.6181 -10.4949 0.435 -0.002 -0.044
H -8.3600 -6.7692 -9.4710 -0.360 -0.123 0.569
H -10.0069 -7.1778 -10.1481 -0.588 0.372 1.328
H -8.7434 -7.8043 -10.7815 0.888 -1.152 0.168
C -10.8745 -5.3579 -17.3350 -0.496 -1.312 -0.827
S -11.2791 -3.7578 -16.6095 2.337 0.111 0.864
O -10.0910 -3.4976 -15.6472 -2.040 0.097 -1.869
C -11.1983 -2.6755 -18.1247 0.248 -0.190 0.390
H -11.5046 -6.0813 -16.8176 0.048 0.018 0.186
H -9.8613 -5.7591 -17.3126 0.323 0.872 0.746
H -11.1115 -5.5014 -18.3892 -0.512 0.613 -0.124
H -10.1700 -2.4175 -18.3775 0.032 0.070 0.326
H -11.7984 -1.7985 -17.8820 0.256 0.064 0.027
H -11.6308 -3.1407 -19.0104 -0.200 -0.344 0.292
C -15.5589 0.2476 -5.0964 0.272 0.056 0.087
S -16.3727 -0.0592 -6.7235 -1.495 2.284 -0.565
O -17.3756 1.0982 -7.0408 1.809 -2.225 1.034
C -14.9501 0.4282 -7.7266 0.920 -0.038 -0.513
H -14.9701 1.1620 -5.1696 -0.127 0.039 0.089
H -14.9068 -0.5795 -4.8156 0.263 -0.187 -0.652
H -16.2129 0.2765 -4.2249 -0.658 0.345 -0.543
H -14.9709 1.5080 -7.8739 -0.150 0.071 0.529
H -14.9240 0.0331 -8.7422 -0.754 -0.414 0.103
H -13.9900 0.1100 -7.3203 -0.095 0.056 0.428
N -18.8397 0.3990 -17.8728 -2.688 -0.601 -4.740
C -18.3507 -0.1987 -16.8482 1.129 -1.267 3.574
C -17.4863 0.7138 -16.2818 0.372 -3.216 2.287
C -17.3662 1.7804 -17.1117 1.084 1.827 -0.438
C -18.2311 1.5477 -18.1423 0.150 2.126 -0.852
H -19.4379 -0.0089 -18.5770 -0.029 -0.158 0.342
H -18.5710 -1.2119 -16.5463 -0.295 0.235 0.006
H -17.0340 0.4238 -15.3450 0.501 0.611 -0.058
H -16.6180 2.5444 -16.9602 -0.412 0.335 -0.273
H -18.5193 2.1030 -19.0226 0.192 0.097 0.157
N -18.9878 -11.5590 -8.2422 3.051 -0.254 -0.205
C -17.7862 -12.2380 -7.8653 -1.330 2.205 -0.303
C -18.2004 -13.4283 -7.4118 2.869 -2.381 0.584
C -19.5248 -13.6198 -7.6493 -2.894 0.151 0.378
C -19.9887 -12.4407 -8.1421 -1.677 0.490 -0.694
H -18.9596 -10.6277 -8.6321 -0.411 -0.236 -0.047
H -16.8076 -11.7868 -7.9374 -0.260 0.099 0.109
H -17.5671 -14.2218 -7.0434 0.267 0.185 0.110
H -20.2164 -14.3767 -7.3102 0.407 -0.352 -0.205
H -20.9816 -12.2050 -8.4957 0.008 0.159 0.224
N -14.1116 -5.9451 -4.7736 2.263 -0.103 1.830
C -12.8476 -5.4152 -5.1143 -2.192 -0.811 0.230
C -11.9854 -5.7319 -4.0799 1.571 2.211 -3.787
C -12.6629 -6.3824 -3.1154 0.158 -0.905 2.274
C -13.9458 -6.5372 -3.4947 -1.952 0.177 -1.252
H -14.9250 -5.8775 -5.3684 0.065 -0.186 0.389
H -12.8735 -4.8705 -6.0465 0.850 -0.044 0.062
H -10.9276 -5.5223 -4.1395 -0.045 0.115 0.300
H -12.1381 -6.5965 -2.1961 -0.643 -0.552 0.204
H -14.7497 -7.0025 -2.9436 -0.098 0.093 -0.307
N -17.5608 -6.5012 -17.8232 0.127 0.339 0.654
C -18.4016 -7.5312 -17.8416 -1.399 -2.120 -0.399
C -18.6628 -7.8706 -19.1823 -1.277 -1.577 2.900
C -17.9353 -7.0092 -19.9186 0.704 1.238 -3.143
C -17.2707 -6.1748 -19.1028 1.182 2.456 0.630
H -17.3531 -5.9908 -16.9768 0.290 -0.052 -0.334
H -18.6922 -8.0368 -16.9325 -0.142 0.150 -0.060
H -19.3455 -8.6305 -19.5330 0.187 -0.060 0.143
H -17.9399 -6.9070 -20.9938 0.063 -0.107 -0.002
H -16.7916 -5.2215 -19.2703 0.277 -0.268 -0.338
N -22.8011 -7.7546 -11.2311 0.728 2.325 1.188
C -23.9029 -6.9089 -11.0477 0.938 -0.234 -0.012
C -24.9687 -7.6264 -11.4771 -1.269 0.578 0.138
C -24.5295 -8.8731 -11.9139 -1.955 -0.290 -0.046
C -23.2002 -8.9147 -11.7106 0.042 -2.549 -1.785
H -21.8464 -7.5902 -10.9458 -0.184 0.356 -0.097
H -23.8554 -5.8928 -10.6849 0.350 -0.253 0.097
H -26.0166 -7.3650 -11.4910 0.146 0.435 0.094
H -25.2774 -9.5572 -12.2868 0.686 -0.531 -0.179
H -22.5874 -9.6956 -12.1362 0.603 0.189 0.607
N -17.2915 -13.2541 -13.4497 -1.539 -0.035 -0.559
C -16.7751 -12.7217 -14.6213 -0.416 -0.797 1.581
C -17.6334 -13.0721 -15.6299 0.843 -0.228 -0.288
C -18.7214 -13.8159 -15.0974 0.032 0.100 1.835
C -18.5382 -13.8667 -13.6974 2.111 0.716 -1.234
H -16.9513 -13.1362 -12.5061 0.102 0.217 -0.354
H -15.8320 -12.1996 -14.5555 -0.130 -0.015 -0.410
H -17.3148 -12.9551 -16.6552 -0.588 0.163 -0.135
H -19.5400 -14.2522 -15.6505 0.053 0.095 0.091
H -19.0093 -14.2626 -12.8099 -0.486 -0.193 -0.507
N -21.9455 -4.1478 -6.4246 0.221 -1.532 0.625
C -22.3344 -5.0982 -5.5349 0.292 -2.228 0.536
C -23.5104 -4.7680 -4.8882 2.116 0.408 -0.313
C -23.6930 -3.4292 -5.2886 -1.918 0.608 -0.576
C -22.8264 -3.1540 -6.3149 -0.089 1.896 -0.434
H -21.1781 -4.2332 -7.0757 -0.203 0.083 0.179
H -21.7229 -5.9609 -5.3152 -0.002 -0.095 -0.445
H -24.0081 -5.4177 -4.1835 -0.004 0.413 0.100
H -24.4882 -2.7768 -4.9593 -0.035 0.027 -0.189
H -22.7312 -2.3668 -7.0482 -0.335 0.403 0.480
```
Forces are in eV/Å.

---

Calculated orbital gap (eV), listed in the same order as above: 7.18, 4.68
Calculated energy relative to the best compared isomer or geometry (same formula, charge and spin) (kJ/mol), listed in the same order as above: 69.63, 718.76
Calculated LUMO level (eV), listed in the same order as above: 2.0, 1.7